Formula: C44H49N5PbS2Sb
Source: OMol25
Level of theory: the ωB97M-V functional and the def2-TZVPD basis

The geometry in XYZ format:
```
102
Properties=species:S:1:pos:R:3:mulliken_charge:R:1
Pb -0.69705 0.49642 1.76085 1.33
C -2.74852 3.73188 -2.17705 -1.78
C -2.45452 3.37256 -0.74775 0.66
C -1.31261 3.86315 -0.10540 -0.36
C -1.08886 3.63838 1.24302 0.01
C 0.04702 4.30490 1.96631 -1.38
C -2.02129 2.84638 1.95009 -0.82
C -3.18657 2.35705 1.32506 0.83
C -4.24914 1.64123 2.11653 -1.52
C -3.36594 2.60629 -0.02556 -0.27
H -1.87885 4.15326 -2.67878 0.37
H -3.53734 4.48704 -2.20878 0.44
H -3.11617 2.87046 -2.73909 0.38
H -0.62350 4.49475 -0.65782 0.52
H -0.29760 5.25338 2.38690 0.42
H 0.87343 4.52899 1.29204 0.33
H 0.41783 3.70227 2.79375 0.08
H -1.97107 2.83686 3.03683 1.09
H -4.52661 0.69260 1.64894 0.30
H -5.15138 2.25366 2.16007 0.48
H -3.93002 1.44991 3.14011 0.16
H -4.26014 2.23788 -0.51865 0.51
C -2.18056 0.79568 6.26760 -1.74
C -1.89852 0.38644 4.85812 0.53
N -0.88427 0.78796 4.18339 1.02
N 0.03805 1.54825 4.84518 -1.14
C 1.19116 1.69221 4.27410 0.04
N 2.10894 2.45370 4.89139 -0.32
S 1.69783 0.97922 2.73284 -0.30
C -2.76947 -0.61833 4.18963 0.44
C -3.92034 -1.07978 4.80074 -0.66
C -4.62377 -2.12455 4.21467 -0.77
C -4.13683 -2.68426 3.04887 -0.93
C -2.99066 -2.14398 2.48467 0.01
N -2.32873 -1.12198 3.02672 0.20
H -1.45756 1.53005 6.59866 0.40
H -3.18342 1.22308 6.33801 0.40
H -2.14236 -0.06619 6.93643 0.38
H 1.90368 2.81511 5.80970 0.25
H 3.04780 2.51665 4.54238 0.19
H -4.26557 -0.64009 5.72539 0.44
H -5.52614 -2.50271 4.67789 0.48
H -4.62822 -3.52465 2.57839 0.50
H -2.58364 -2.54933 1.56793 0.32
S -2.16059 -0.69994 -0.33927 -0.43
Sb -0.61213 -1.88976 -1.63964 1.81
C -1.67279 -2.82120 -3.15494 0.83
C -1.12306 -2.87712 -4.43307 -0.31
C -1.83156 -3.52809 -5.43292 -0.75
C -3.05892 -4.11328 -5.14831 -0.55
C -3.59952 -4.04493 -3.86959 -0.76
C -2.91005 -3.39329 -2.85755 -0.78
C 0.17902 -3.21951 -0.24305 0.96
C 1.24898 -2.84616 0.56761 -0.24
C 1.70739 -3.73261 1.53277 -0.95
C 1.08974 -4.96775 1.69195 -0.72
C 0.00836 -5.32126 0.89556 -0.66
C -0.44944 -4.45122 -0.08661 -0.82
C 0.86472 -0.53605 -2.42621 -0.43
C 2.33858 -0.94702 -2.10086 -0.20
C 3.40634 0.13945 -4.33050 -0.51
C 3.37036 1.55959 -3.89884 -0.75
C 2.25495 2.16957 -3.51683 -1.04
C 0.96172 1.45480 -3.34645 -0.66
H -0.15736 -2.43856 -4.65480 0.42
H -1.42489 -3.57859 -6.43433 0.44
H -3.59958 -4.62897 -5.93117 0.42
H -4.56139 -4.49497 -3.66132 0.43
H -3.34150 -3.32211 -1.86594 0.44
H 1.71117 -1.86757 0.47286 0.44
H 2.55096 -3.46488 2.15663 0.50
H 1.45431 -5.65912 2.44052 0.44
H -0.47703 -6.27907 1.03150 0.48
H -1.27806 -4.74565 -0.72122 0.47
H 2.40769 -1.93630 -1.64094 1.43
H 4.18474 -0.08073 -5.04967 0.63
H 4.28820 2.13113 -4.01005 0.65
H 2.26111 3.23125 -3.28188 0.54
H 0.14219 2.07818 -3.68820 0.84
C 6.41548 0.87278 -0.16498 -0.80
N 5.10357 1.07373 -0.86611 0.03
C 4.60368 2.47042 -0.66593 -0.55
C 4.11962 0.02024 -0.41709 -1.90
C 2.78236 0.11532 -1.08414 0.85
C 3.05873 -1.05712 -3.45266 -0.99
C 2.12313 -0.60162 -4.54689 -1.33
C 0.88422 -0.01627 -3.88753 -0.60
C 0.68698 0.91528 -1.87402 0.06
C 1.79222 0.96581 -0.88550 -1.47
H 7.12574 1.61101 -0.52554 0.38
H 6.78167 -0.12959 -0.37091 0.35
H 6.25350 1.00441 0.90220 0.39
H 5.25417 0.93545 -1.86741 0.37
H 4.31002 2.57931 0.37832 0.37
H 3.75244 2.63712 -1.31858 0.04
H 5.40984 3.15798 -0.90580 0.44
H 4.05000 0.12222 0.66697 0.40
H 4.58301 -0.93648 -0.65336 0.57
H 3.66792 -1.94057 -3.59091 0.85
H 2.00308 -1.17634 -5.45530 0.44
H -0.01771 -0.18654 -4.46973 0.96
H -0.30486 1.19339 -1.52469 0.98
```

Computed properties:
E_HOMO (spin up / spin down) in eV: -15.23 / -15.36
DFT total energy in eV: -87301.9476
Largest force on an atom in eV/A: 0.69
Total charge: +3
Frontier orbital gap (spin up / spin down) in eV: 6.71 / 5.18

***

Formula: C44H49N7O14
Source: OMol25
Level of theory: the ωB97M-V functional and the def2-TZVPD basis

The geometry in XYZ format:
```
114
Properties=species:S:1:pos:R:3:mulliken_charge:R:1
O 1.22565 -4.01682 0.85280 -0.65
N 1.09227 -3.34272 1.85767 1.07
O 1.95054 -3.21154 2.70770 -0.59
C -0.18801 -2.64263 2.05334 0.08
C -1.18160 -2.80102 1.10327 -0.39
C -2.38192 -2.13624 1.29553 -0.59
C -2.56861 -1.33621 2.41622 -0.36
C -1.55672 -1.20052 3.35791 -0.25
C -0.34861 -1.85636 3.18067 -0.54
H -1.00892 -3.42846 0.24191 0.47
H -3.17347 -2.24288 0.56589 0.39
H -3.50861 -0.82514 2.57170 0.49
H -1.71489 -0.59054 4.23783 0.39
H 0.45484 -1.76900 3.89648 0.46
O 5.59038 -10.28875 4.08304 -0.61
N 5.69444 -9.08733 4.23082 1.01
O 6.51981 -8.54889 4.94083 -0.61
C 4.77452 -8.22018 3.46859 0.08
C 3.82141 -8.81329 2.66051 -0.35
C 2.96034 -7.99152 1.95047 -0.53
C 3.06316 -6.61023 2.05498 -0.25
C 4.02913 -6.04151 2.87545 -0.39
C 4.89828 -6.84806 3.59307 -0.42
H 3.76512 -9.88949 2.59702 0.45
H 2.20695 -8.43365 1.31203 0.37
H 2.39501 -5.96373 1.50251 0.39
H 4.09497 -4.96501 2.95746 0.40
H 5.65764 -6.43369 4.23900 0.45
O -3.07221 0.95308 5.84848 -0.65
N -3.86546 1.35433 5.02039 1.28
O -4.48038 0.62069 4.26097 -0.62
C -4.12280 2.79652 4.93964 -0.06
C -3.45203 3.63823 5.81053 -0.42
C -3.71317 4.99539 5.73742 -0.60
C -4.63048 5.47902 4.81528 -0.51
C -5.29361 4.61288 3.95898 -0.73
C -5.04255 3.25326 4.01320 -0.09
H -2.74546 3.23323 6.51916 0.52
H -3.18978 5.67571 6.39422 0.45
H -4.82464 6.54192 4.75906 0.47
H -6.00610 4.99595 3.24115 0.45
H -5.54414 2.55749 3.35835 0.52
O 2.86423 0.20737 -10.63570 -0.61
N 2.14380 -0.23468 -9.76680 1.04
O 1.80320 0.37811 -8.77229 -0.60
C 1.64571 -1.61563 -9.91716 0.10
C 2.04965 -2.34890 -11.01773 -0.51
C 1.58226 -3.64704 -11.14794 -0.40
C 0.73039 -4.18164 -10.19034 -0.45
C 0.33826 -3.42228 -9.09574 -0.51
C 0.79739 -2.12289 -8.94972 -0.13
H 2.71225 -1.90624 -11.74615 0.47
H 1.88523 -4.24091 -11.99953 0.37
H 0.36973 -5.19611 -10.29790 0.38
H -0.32724 -3.84035 -8.35274 0.39
H 0.50705 -1.50830 -8.11046 0.43
O -1.98685 4.88358 2.28503 -0.57
N -1.07928 5.43434 2.87584 1.03
O -1.17758 5.92215 3.98385 -0.57
C 0.22302 5.53534 2.19044 -0.06
C 0.32538 5.06296 0.89542 -0.34
C 1.55029 5.16101 0.25620 0.18
C 2.63816 5.71949 0.91439 -0.57
C 2.50892 6.18521 2.21679 -0.45
C 1.28868 6.09795 2.86879 -0.42
H -0.53737 4.63194 0.41014 0.48
H 1.66210 4.81153 -0.75994 0.14
H 3.58969 5.79577 0.40476 0.42
H 3.35780 6.61925 2.72735 0.38
H 1.15619 6.45362 3.87961 0.45
O -6.64093 2.91706 7.04052 -0.59
N -7.17439 2.37530 7.98910 1.01
O -7.65338 2.96047 8.93833 -0.61
C -7.23624 0.89878 7.98961 0.06
C -6.71271 0.21241 6.90986 -0.15
C -6.75780 -1.17212 6.92400 -0.52
C -7.32404 -1.83879 8.00254 -0.44
C -7.85128 -1.12559 9.07141 -0.38
C -7.81056 0.25988 9.07308 -0.52
H -6.29239 0.75153 6.07657 0.46
H -6.34725 -1.72530 6.09005 0.43
H -7.35546 -2.92045 8.01001 0.38
H -8.29363 -1.64776 9.90904 0.37
H -8.20769 0.84068 9.89197 0.46
C 5.09364 0.15113 -3.44276 -1.26
C 5.20131 1.38172 -4.33838 0.12
C 4.57200 1.20778 -5.72516 -1.20
C 3.15335 0.63297 -5.76054 -0.53
C 2.01829 1.64373 -5.70661 0.41
C 0.64188 0.93841 -5.89372 -0.46
O -0.27998 1.16844 -4.86152 -0.50
C -0.10538 0.37077 -3.71152 -0.64
O 2.01644 2.32512 -4.45500 -0.03
C 2.46345 3.67056 -4.48658 -0.73
N 2.54610 4.19437 -3.14842 -0.67
H 5.80577 0.20469 -2.61841 0.41
H 4.09661 0.04547 -3.01303 0.26
H 5.30100 -0.76364 -4.00462 0.30
H 6.25640 1.63221 -4.47596 0.43
H 4.75787 2.24186 -3.82952 -0.17
H 5.22882 0.56361 -6.31609 0.45
H 4.57067 2.17513 -6.23861 0.36
H 2.99318 -0.06516 -4.93258 0.35
H 3.02623 0.05654 -6.68068 0.06
H 2.13981 2.37620 -6.51442 0.45
H 0.82286 -0.14174 -5.99772 0.33
H 0.16595 1.28095 -6.81239 0.21
H -1.08071 0.23120 -3.24235 0.27
H 0.57273 0.85202 -2.99949 0.17
H 0.30505 -0.61245 -3.97194 0.26
H 1.75485 4.27694 -5.06349 0.36
H 3.44583 3.74601 -4.96178 0.44
H 1.68614 3.93122 -2.67546 0.20
H 3.28618 3.69089 -2.66740 0.31
```

Computed properties:
E_HOMO in eV: -9.45
DFT total energy in eV: -85501.6066
Largest force on an atom in eV/A: 0.39
SMILES: O=[N+]([O-])c1ccccc1.O=[N+]([O-])c1ccccc1.O=[N+]([O-])c1ccccc1.O=[N+]([O-])c1ccccc1.O=[N+]([O-])c1ccccc1.O=[N+]([O-])c1ccccc1.CCCC[C@@H](COC)OCN
Total charge: 0
Frontier orbital gap in eV: 8.74

***

What is the formula in the first record?
C44H49N5PbS2Sb

***

Which value of largest force on an atom does entry 2 give?
0.39 eV/A

***

Which of these has the lowest largest force on an atom?
C44H49N7O14